No. 1
Computed, not measured: a 18-piece molecular cluster, C17H72N35O17 overall, with the ωB97M-V functional and the def2-TZVPD basis.

## Properties
Calculated total energy in eV: -105762.238
Lowest unoccupied orbital energy in eV: -2.188
Molar mass in g mol⁻¹: 1038.99

```
! RIJCOSX wB97M-V def2-TZVPD def2/J DEFGRID3
* xyz 1 1
N -0.117 -0.385 0.136
H -0.903 0.124 -0.241
H 0.719 0.078 -0.191
H 0.033 -1.283 -0.302
H -0.152 -0.328 1.143
C 0.995 -4.045 0.010
O 0.119 -3.157 0.014
N 1.679 -4.370 -1.040
N 1.364 -4.630 1.061
H 2.330 -5.142 -1.050
H 1.594 -3.885 -1.922
H 0.857 -4.433 1.912
H 2.298 -4.982 0.904
C -1.594 2.029 -1.816
O -1.800 0.865 -1.720
N -0.458 2.605 -1.399
N -2.553 2.777 -2.097
H -0.353 3.597 -1.553
H 0.275 1.942 -1.192
H -2.210 3.706 -1.899
H -3.551 2.621 -2.082
C 1.987 2.732 1.815
O 0.858 2.572 1.384
N 2.820 1.844 2.280
N 2.471 3.903 1.836
H 2.506 0.894 2.420
H 3.734 2.211 2.500
H 3.468 3.997 1.968
H 1.775 4.626 1.954
C 5.597 -1.830 -0.315
O 5.563 -0.684 0.144
N 4.486 -2.513 -0.316
N 6.635 -2.420 -0.733
H 3.635 -1.981 -0.202
H 4.385 -3.435 -0.715
H 6.672 -3.160 -1.419
H 7.380 -1.738 -0.706
C 2.950 1.376 -1.408
O 2.131 0.501 -1.104
N 3.977 1.860 -0.742
N 2.846 1.856 -2.584
H 4.354 1.256 -0.026
H 4.549 2.536 -1.229
H 2.046 1.668 -3.171
H 3.567 2.512 -2.851
C -5.925 -0.533 -4.506
O -6.898 -0.209 -5.112
N -5.674 -1.804 -4.367
N -5.008 0.270 -4.037
H -4.706 -1.901 -4.095
H -6.222 -2.610 -4.629
H -4.092 -0.101 -3.829
H -5.107 1.201 -4.414
C -2.853 -2.299 -2.034
O -2.923 -1.924 -3.171
N -2.486 -3.446 -1.612
N -3.021 -1.567 -0.995
H -2.064 -4.093 -2.262
H -2.599 -3.773 -0.663
H -2.834 -1.956 -0.082
H -3.205 -0.574 -1.021
C -2.118 1.101 2.910
O -1.165 0.360 2.836
N -2.131 2.337 3.226
N -3.312 0.706 2.537
H -1.236 2.604 3.610
H -2.959 2.672 3.697
H -3.309 -0.291 2.375
H -4.138 1.286 2.562
C -2.680 -2.934 2.603
O -3.169 -2.522 1.553
N -3.597 -3.150 3.581
N -1.444 -3.259 2.852
H -3.514 -3.898 4.253
H -4.549 -3.054 3.259
H -1.087 -3.614 3.728
H -0.825 -3.189 2.057
C -1.979 5.259 -0.119
O -1.566 5.260 -1.295
N -2.012 4.260 0.678
N -2.424 6.247 0.535
H -1.698 3.335 0.420
H -2.500 4.182 1.559
H -2.677 5.950 1.467
H -2.608 7.166 0.159
C 2.916 -1.576 2.741
O 2.144 -1.017 2.037
N 2.661 -2.460 3.650
N 4.165 -1.498 2.501
H 1.868 -2.960 4.026
H 3.525 -2.867 3.977
H 4.925 -1.757 3.114
H 4.428 -1.103 1.610
C 1.528 1.578 5.714
O 2.823 1.584 5.600
N 0.815 1.289 6.751
N 0.776 1.330 4.666
H 1.294 1.107 7.621
H -0.180 1.460 6.756
H 1.195 1.314 3.747
H -0.230 1.251 4.704
C -0.124 -6.920 -3.307
O 1.012 -7.242 -3.747
N -1.064 -7.756 -2.970
N -0.427 -5.732 -2.988
H -0.976 -8.754 -3.095
H -1.813 -7.469 -2.356
H -1.392 -5.440 -3.057
H 0.288 -5.021 -3.052
C 1.626 5.766 -2.284
O 2.655 5.958 -2.843
N 0.427 6.105 -2.760
N 1.452 5.048 -1.246
H -0.203 6.085 -1.970
H 0.363 6.364 -3.734
H 0.657 4.992 -0.625
H 2.250 4.462 -1.045
C -2.094 -0.931 6.641
O -3.150 -0.279 6.537
N -1.517 -1.134 7.728
N -1.406 -1.335 5.589
H -1.494 -0.567 8.565
H -0.672 -1.636 7.497
H -1.826 -1.147 4.690
H -0.425 -1.488 5.772
C 0.814 -1.789 -3.800
O 0.949 -2.913 -3.389
N -0.233 -1.023 -3.953
N 1.771 -1.003 -4.173
H -1.138 -1.470 -3.986
H -0.148 -0.040 -4.170
H 1.536 -0.048 -4.401
H 2.749 -1.254 -4.165
C 0.411 3.065 -4.743
O 0.540 1.915 -4.380
N -0.735 3.513 -4.729
N 1.266 3.889 -5.222
H -1.472 2.939 -4.345
H -1.001 4.479 -4.858
H 2.189 3.479 -5.223
H 1.050 4.873 -5.292
*
```



No. 2
Computed, not measured: C17H8Br2Cl3N2O2SZn as an isolated structure, with the ωB97M-V functional and the def2-TZVPD basis.

## Properties
Calculated total energy in eV: -261745.305
Lowest unoccupied orbital energy in eV: 2.158
Molar mass in g mol⁻¹: 635.89

```
! RIJCOSX wB97M-V def2-TZVPD def2/J DEFGRID3
* xyz -1 1
Zn 0.140 -0.620 0.305
C -2.077 2.167 -0.075
C -0.624 2.524 -0.167
C -0.236 3.877 -0.267
C 1.080 4.210 -0.364
C 2.064 3.200 -0.346
C 3.456 3.423 -0.440
Br 4.142 5.191 -0.612
C 4.331 2.377 -0.404
C 3.866 1.066 -0.262
Br 5.120 -0.347 -0.209
C 2.515 0.748 -0.142
O 2.070 -0.442 0.017
C 1.603 1.871 -0.220
N 0.275 1.562 -0.153
H -2.680 3.056 0.105
H -2.241 1.458 0.736
H -2.419 1.709 -1.004
H -1.002 4.641 -0.267
H 1.383 5.245 -0.446
H 5.395 2.553 -0.479
Cl -4.844 -5.802 -0.600
C -3.411 -4.804 -0.506
C -3.514 -3.441 -0.703
C -2.367 -2.677 -0.624
Cl -2.465 -0.957 -0.887
C -1.081 -3.191 -0.346
O -0.016 -2.473 -0.286
C -1.054 -4.595 -0.162
Cl 0.476 -5.335 0.175
C -2.184 -5.385 -0.237
H -4.470 -2.983 -0.915
H -2.102 -6.452 -0.083
S -0.934 -0.417 2.406
C 0.441 -0.468 3.379
N 1.363 -0.489 4.079
*
```



No. 3
Computed, not measured: a 12-piece molecular cluster, C17H8Cl45F3NO3PS overall, with the ωB97M-V functional and the def2-TZVPD basis.

## Properties
SMILES string: O=C1N[C@](COC(F)(F)F)([PH2]=S)[C@@H](Cl)[C@@H]1O.ClC(Cl)(Cl)Cl.ClC(Cl)(Cl)Cl.ClC(Cl)(Cl)Cl.ClC(Cl)(Cl)Cl.ClC(Cl)(Cl)Cl.ClC(Cl)(Cl)Cl.ClC(Cl)(Cl)Cl.ClC(Cl)(Cl)Cl.ClC(Cl)(Cl)Cl.ClC(Cl)(Cl)Cl.ClC(Cl)(Cl)Cl
Calculated total energy in eV: -617173.084
Lowest unoccupied orbital energy in eV: -0.234
Molar mass in g mol⁻¹: 1989.67

```
! RIJCOSX wB97M-V def2-TZVPD def2/J DEFGRID3
* xyz 0 1
O -3.209 -3.292 3.195
C -2.620 -2.485 2.623
N -1.241 -2.321 2.709
C -0.773 -1.363 1.742
C -0.491 -1.946 0.366
O 0.437 -3.031 0.480
C 0.641 -3.654 -0.653
F 1.166 -2.894 -1.564
F -0.446 -4.173 -1.176
F 1.444 -4.626 -0.415
P 0.529 -0.139 2.317
S 1.940 -0.935 3.387
C -2.042 -0.461 1.665
Cl -2.120 0.745 0.353
C -3.189 -1.457 1.631
O -4.429 -0.951 1.935
H -0.723 -3.188 2.722
H -1.426 -2.348 -0.017
H -0.151 -1.212 -0.373
H 0.994 0.422 1.103
H -0.121 0.922 2.968
H -2.161 0.067 2.597
H -3.269 -1.901 0.642
H -5.047 -1.141 1.234
Cl 3.138 4.533 4.568
C 2.690 3.944 2.964
Cl 1.428 4.981 2.276
Cl 4.105 4.003 1.907
Cl 2.050 2.290 3.126
Cl -2.395 3.358 5.458
C -1.664 1.937 6.213
Cl -1.687 0.589 5.064
Cl 0.006 2.294 6.654
Cl -2.580 1.494 7.654
Cl -0.435 1.471 -4.249
C -0.143 -0.064 -3.427
Cl -1.660 -0.968 -3.283
Cl 1.024 -1.019 -4.337
Cl 0.501 0.256 -1.809
Cl -3.060 0.941 -5.686
C -4.110 2.167 -6.402
Cl -3.207 3.677 -6.582
Cl -4.668 1.622 -7.988
Cl -5.503 2.436 -5.347
Cl -3.440 -6.473 3.451
C -5.107 -6.316 4.010
Cl -6.042 -5.380 2.843
Cl -5.823 -7.926 4.183
Cl -5.129 -5.491 5.572
Cl 7.625 1.797 1.742
C 6.531 0.404 1.730
Cl 6.985 -0.712 3.023
Cl 4.878 0.959 1.982
Cl 6.648 -0.421 0.171
Cl 6.111 -0.593 -6.740
C 4.415 -0.321 -6.331
Cl 3.619 0.546 -7.648
Cl 3.616 -1.873 -6.081
Cl 4.308 0.631 -4.844
Cl -8.047 0.894 0.409
C -6.927 2.116 1.029
Cl -5.284 1.712 0.527
Cl -7.372 3.702 0.387
Cl -7.010 2.149 2.792
Cl -2.914 -5.922 -0.614
C -4.129 -7.208 -0.601
Cl -3.873 -8.240 0.810
Cl -5.743 -6.494 -0.543
Cl -3.974 -8.174 -2.074
Cl 6.317 5.024 -0.621
C 6.173 6.717 -0.149
Cl 6.172 7.785 -1.580
Cl 4.657 6.950 0.729
Cl 7.533 7.152 0.889
Cl 9.191 4.394 -4.537
C 7.541 4.886 -4.940
Cl 6.926 5.965 -3.684
Cl 7.540 5.725 -6.496
Cl 6.509 3.458 -5.042
*
```



No. 4
Computed, not measured: C17H9AsBr3F6InN3O3S as an isolated structure, with the ωB97M-V functional and the def2-TZVPD basis.

## Properties
Calculated total energy in eV: -331670.678
ΔE to the lowest compared entry with this formula, charge and spin in eV: 1.1347
Lowest unoccupied orbital energy (alpha / beta) in eV: -2.773 / -4.472
Molar mass in g mol⁻¹: 878.78

```
! RIJCOSX wB97M-V def2-TZVPD def2/J DEFGRID3
* xyz 0 2
In -0.681 0.228 0.047
Br -0.033 -4.883 0.218
C -1.674 -4.113 -0.414
C -2.703 -5.064 -0.736
C -3.826 -4.662 -1.451
C -3.922 -3.329 -1.807
C -2.881 -2.450 -1.453
N -1.781 -2.875 -0.762
C -2.997 -1.018 -1.874
O -3.870 -0.814 -2.697
O -2.277 -0.127 -1.310
H -2.586 -6.059 -0.305
H -4.576 -5.385 -1.699
H -4.687 -2.894 -2.437
C 2.372 -0.780 1.706
C 2.176 0.684 1.499
C 3.192 1.520 1.865
C 3.078 2.911 1.614
C 1.874 3.475 1.236
C 1.552 4.801 1.004
Br 2.880 6.116 1.304
C 0.271 5.328 0.782
C -0.761 4.499 0.380
Br -2.405 5.186 -0.145
C -0.413 3.051 0.479
O -1.338 2.207 0.074
C 0.811 2.553 0.993
N 1.006 1.201 1.066
H 2.677 -0.969 2.748
H 3.215 -1.048 1.034
H 1.490 -1.397 1.565
H 4.140 1.106 2.270
H 3.937 3.606 1.779
H 0.172 6.395 0.673
F 0.715 -1.310 -0.901
As 1.421 -0.550 -2.495
F 2.656 0.182 -1.392
F 0.292 0.762 -2.084
F 2.112 0.330 -3.903
F 0.198 -1.406 -3.370
F 2.465 -1.905 -2.801
S -1.543 -1.050 2.214
C -0.309 -1.044 3.319
N 0.560 -1.010 4.169
*
```



No. 5
Computed, not measured: C18H10BaCl5N4S4 as an isolated structure, with the ωB97M-V functional and the def2-TZVPD basis.

## Properties
Calculated total energy in eV: -131441.399
ΔE to the lowest compared entry with this formula, charge and spin in eV: 0.0000
Lowest unoccupied orbital energy in eV: 1.990
Molar mass in g mol⁻¹: 725.17

```
! RIJCOSX wB97M-V def2-TZVPD def2/J DEFGRID3
* xyz -1 1
Ba 0.285 0.266 0.457
Cl -3.799 -0.152 -1.013
C -2.495 -0.955 -1.888
C -1.490 -1.536 -1.140
C -0.495 -2.141 -1.882
Cl 0.876 -2.821 -0.997
C -0.481 -2.222 -3.272
Cl 0.758 -3.069 -4.121
C -1.517 -1.611 -3.974
Cl -1.533 -1.651 -5.699
C -2.538 -0.960 -3.280
Cl -3.814 -0.188 -4.152
S 0.770 3.104 -0.484
C 1.415 1.987 -1.702
C 0.803 1.989 -2.971
C 1.194 1.141 -3.987
C 2.228 0.236 -3.755
C 2.828 0.195 -2.513
C 2.456 1.051 -1.457
S 3.244 0.835 0.112
H -0.005 2.693 -3.132
H 0.691 1.173 -4.946
H 2.547 -0.448 -4.532
H 3.613 -0.524 -2.314
N -2.429 -2.439 1.619
C -2.069 -1.734 2.708
N -1.085 -0.873 2.724
C -0.908 -0.336 3.986
C -1.763 -0.777 4.936
S -2.847 -1.943 4.255
C 0.165 0.649 4.173
C 0.813 0.906 5.331
S 1.998 2.140 5.073
C 1.541 2.207 3.387
N 0.577 1.374 3.071
N 2.099 3.082 2.541
H -2.060 -2.118 0.701
H -3.340 -2.864 1.611
H -1.842 -0.463 5.962
H 0.698 0.418 6.283
H 3.028 3.408 2.746
H 1.886 2.971 1.535
*
```



No. 6
Computed, not measured: C18H10BrCoN4O7 as an isolated structure, with the ωB97M-V functional and the def2-TZVPD basis.

## Properties
Calculated total energy in eV: -146789.991
ΔE to the lowest compared entry with this formula, charge and spin in eV: 1.1487
Lowest unoccupied orbital energy (alpha / beta) in eV: -1.417 / -1.638
Molar mass in g mol⁻¹: 533.14

```
! RIJCOSX wB97M-V def2-TZVPD def2/J DEFGRID3
* xyz 0 1
Co 0.215 -0.906 -0.321
N -1.623 -3.384 2.172
C -2.579 -2.416 2.371
C -2.244 -1.373 1.564
N -1.107 -1.688 0.884
C -0.751 -2.907 1.263
C 0.392 -3.457 0.594
N 0.828 -2.773 -0.457
C 1.916 -3.434 -0.940
C 2.141 -4.536 -0.173
N 1.164 -4.541 0.795
H -1.609 -4.293 2.601
H -3.394 -2.547 3.059
H -2.750 -0.434 1.423
H 2.437 -3.100 -1.820
H 2.891 -5.302 -0.231
H 1.103 -5.189 1.561
O 5.377 2.160 -0.311
C 4.391 1.487 -0.236
C 3.802 0.828 0.984
O 4.206 0.959 2.117
C 2.630 0.064 0.506
C 2.459 0.271 -0.879
O 1.459 -0.329 -1.471
C 3.484 1.105 -1.447
O 3.721 1.479 -2.574
O 1.860 -0.694 1.168
Br -4.928 4.169 -2.832
C -3.434 3.885 -1.693
C -2.954 4.938 -0.929
C -1.861 4.728 -0.101
C -1.274 3.477 -0.024
C -1.763 2.433 -0.803
C -2.847 2.635 -1.650
C -1.132 1.090 -0.729
O -1.460 0.147 -1.476
O -0.229 0.888 0.152
H -3.430 5.907 -0.985
H -1.464 5.544 0.487
H -0.438 3.292 0.636
H -3.206 1.816 -2.257
*
```



No. 7
Computed, not measured: C18H10BrF4IrO4PS as an isolated structure, with the ωB97M-V functional and the def2-TZVPD basis.

## Properties
Calculated total energy in eV: -130883.674
ΔE to the lowest compared entry with this formula, charge and spin in eV: 0.8382
Lowest unoccupied orbital energy in eV: -5.613
Molar mass in g mol⁻¹: 701.43

```
! RIJCOSX wB97M-V def2-TZVPD def2/J DEFGRID3
* xyz 1 1
Ir 0.434 2.275 1.196
F 5.059 -1.272 -2.650
C 3.948 -0.962 -2.021
C 2.852 -1.814 -2.078
F 2.927 -2.935 -2.765
C 1.685 -1.476 -1.409
F 0.655 -2.311 -1.471
C 1.582 -0.297 -0.686
P 0.052 0.222 0.126
C -0.366 -1.034 1.324
C -1.697 -1.201 1.713
C -2.008 -2.146 2.676
C -1.000 -2.899 3.263
C 0.327 -2.705 2.903
C 0.651 -1.767 1.938
C -1.178 0.403 -1.158
C -1.230 1.628 -1.830
C -2.124 1.803 -2.872
C -2.966 0.761 -3.237
C -2.924 -0.451 -2.562
C -2.032 -0.639 -1.519
C 2.692 0.523 -0.646
Br 2.640 2.147 0.356
C 3.868 0.219 -1.292
F 4.914 1.030 -1.226
H -2.482 -0.597 1.276
H -3.038 -2.291 2.971
H -1.249 -3.634 4.017
H 1.109 -3.283 3.375
H 1.688 -1.613 1.665
H -0.585 2.450 -1.535
H -2.169 2.751 -3.391
H -3.666 0.898 -4.051
H -3.585 -1.257 -2.850
H -1.994 -1.589 -1.004
O -1.572 4.236 3.219
S -0.224 4.347 2.804
O 0.597 5.419 3.213
O 0.531 2.936 3.007
O -0.122 4.125 1.210
*
```



No. 8
Computed, not measured: C18H10Cl2F6N4O2SbSe2Te2W as an isolated structure, with the ωB97M-V functional and the def2-TZVPD basis.

## Properties
Calculated total energy in eV: -223877.276
ΔE to the lowest compared entry with this formula, charge and spin in eV: 3.3117
Lowest unoccupied orbital energy (alpha / beta) in eV: -2.864 / -2.987
Molar mass in g mol⁻¹: 1217.92

```
! RIJCOSX wB97M-V def2-TZVPD def2/J DEFGRID3
* xyz 0 2
W 0.129 -1.067 0.316
Cl -3.770 1.991 4.899
C -2.401 1.734 3.864
C -2.607 1.265 2.579
C -1.539 1.029 1.720
N -1.618 0.448 0.414
C -2.797 0.342 -0.211
O -3.868 0.774 0.181
C -2.791 -0.308 -1.598
C -4.007 -0.744 -2.086
C -4.071 -1.312 -3.345
C -2.920 -1.404 -4.105
C -1.743 -0.937 -3.568
N -1.668 -0.421 -2.335
C -0.269 1.280 2.159
C -0.058 1.717 3.457
C -1.118 1.951 4.312
Cl -0.800 2.477 5.934
N 0.761 0.964 1.223
C 1.943 1.617 1.349
O 2.166 2.515 2.144
C 3.061 1.223 0.418
C 4.338 1.684 0.697
C 5.401 1.186 -0.034
C 5.144 0.270 -1.046
C 3.826 -0.056 -1.312
N 2.813 0.401 -0.587
H -3.612 1.061 2.263
H -4.879 -0.611 -1.464
H -5.019 -1.661 -3.739
H -2.927 -1.819 -5.103
H -0.824 -0.959 -4.140
H 0.940 1.848 3.831
H 4.461 2.403 1.497
H 6.417 1.486 0.192
H 5.940 -0.182 -1.624
H 3.579 -0.714 -2.137
Se 1.131 -1.981 -1.688
Te 1.014 1.479 -4.094
Te 0.448 0.510 -1.715
Se -0.257 2.801 -1.115
F -0.477 -1.186 2.073
Sb 1.348 -4.010 -0.106
F 0.142 -3.420 1.316
F -1.365 -2.022 -0.063
F 0.958 -5.857 0.243
F -0.276 -4.267 -1.073
F 1.720 -1.520 1.209
*
```